# 1
ORCA calculation (ωB97M-V/def2-TZVPD) on a molecular structure, C5H9N3.

Its LUMO energy is 0.8 eV. The highest occupied orbital energy is -8.3 eV. The gap between HOMO and LUMO comes out at 9.15 eV. The energy above the lowest of the compared OMol25 structures with the same formula, charge and spin comes out at 403.06 kJ/mol. The total energy comes out at -360.04375 a.u.

```
17
Properties=species:S:1:pos:R:3:mulliken_charge:R:1
C -2.19366 0.52262 -0.18173 0.095
C 1.39440 0.61562 0.10630 -0.302
C 1.29323 -0.45292 -1.10413 -0.720
C 0.06833 -0.87135 -0.13742 -0.375
C 1.00820 -0.48878 1.06273 -0.603
H -2.83444 -1.31147 0.08231 0.221
H -2.51341 1.64896 -0.23224 0.293
H 0.10197 1.91370 0.81694 0.263
H 2.25182 1.23266 0.21904 0.518
H 1.26874 -0.15571 -2.17278 0.301
H 2.05918 -1.11203 -0.91467 0.355
H -0.51040 -1.72457 -0.40390 0.509
H 0.42606 -0.21498 1.94018 0.313
H 1.85492 -1.19673 1.28194 0.269
N -3.14384 -0.37806 0.07460 -0.648
N -0.75170 0.42627 -0.34508 0.083
N 0.22058 1.54678 -0.09209 -0.572
```

---

# 2
ORCA calculation (ωB97M-V/def2-TZVPD) on a single C5H6 molecule.

Its SMILES is C#CC(=C)C. Its LUMO energy is 1.0 eV. The highest occupied orbital energy is -9.1 eV. The gap between HOMO and LUMO comes out at 10.09 eV. The energy above the lowest of the compared OMol25 structures with the same formula, charge and spin comes out at 202.35 kJ/mol. The total energy comes out at -194.00342 a.u.

```
11
Properties=species:S:1:pos:R:3:mulliken_charge:R:1
C -2.46204 -0.24393 0.22743 0.017
C -1.29127 0.07631 0.16098 -0.360
C 0.05458 0.27827 -0.08038 0.373
C 0.65100 1.45627 -0.24129 -0.959
C 1.04732 -1.04163 0.00429 -1.010
H -3.50439 -0.68011 0.33924 0.363
H 1.66646 1.68856 -0.37621 0.356
H -0.03298 2.23547 -0.06204 0.321
H 1.95066 -0.73153 -0.58205 0.302
H 0.55783 -1.91527 -0.43686 0.317
H 1.36283 -1.12242 1.04691 0.280
```

---

# 3
ORCA calculation (ωB97M-V/def2-TZVPD) on 2 unconnected molecules or ions with the total composition C4H5NO2.

Its SMILES is CC=C=N.O=C=O. Its LUMO energy is 0.7 eV. The highest occupied orbital energy is -8.8 eV. The gap between HOMO and LUMO comes out at 9.41 eV. The energy above the lowest of the compared OMol25 structures with the same formula, charge and spin comes out at 151.23 kJ/mol. The total energy comes out at -360.61182 a.u.

```
12
Properties=species:S:1:pos:R:3:mulliken_charge:R:1
C -1.13221 -1.03917 0.21068 -0.705
C -0.53317 0.14171 -0.49141 -0.878
C -0.28805 1.34129 -0.05395 0.656
N 0.15603 2.35906 0.43642 -0.531
H -0.24778 -1.48774 0.70649 0.211
H -1.71113 -1.69366 -0.51614 0.254
H -1.69015 -0.56577 0.98567 0.313
H -0.13646 0.14029 -1.53840 0.420
H -0.50064 3.06905 0.62868 0.272
O 1.75529 -1.69555 0.46409 -0.419
C 1.96439 -0.73306 -0.11285 0.786
O 2.36389 0.16355 -0.71928 -0.379
```

---

- What is the formula in the first record?
  C5H9N3